P:
The following is a DFT calculation (ωB97M-V/def2-TZVPD) of the ion C3H10NO with charge +1.

Results
HOMO ... -14.62 eV
LUMO level ... -0.13666 hartree
Charge ... +1
Gap between HOMO and LUMO ... 10.903 eV
SMILES ... C[C@@H](O)C[NH3+]

Last column: Löwdin charge in e.
Positions of all 15 atoms, in Å:
1 O 0.370 -1.232 -0.646  0.01
2 N -1.944 0.041 0.452  0.18
3 C -0.458 0.444 0.888  0.00
4 C 1.789 0.680 -0.322  -0.03
5 C 0.443 0.066 -0.321  -0.54
6 H -0.119 0.575 -1.153  0.15
7 H -1.952 -0.058 -0.564  0.14
8 H -2.108 -1.078 0.678  0.25
9 H -0.472 -0.015 1.766  0.07
10 H -2.680 0.599 0.775  0.13
11 H 2.241 0.439 0.671  0.11
12 H 1.091 -1.608 -1.171  0.13
13 H -0.404 1.646 0.849  0.20
14 H 1.912 1.743 -0.275  0.09
15 H 2.504 0.185 -1.035  0.12

=====

Q:
The following is a DFT calculation (ωB97M-V/def2-TZVPD) of the ion C3H10NO with charge +1.

Results
HOMO ... -14.82 eV
LUMO level ... -0.14362 hartree
Charge ... +1
Gap between HOMO and LUMO ... 10.912 eV
SMILES ... C[C@@H](O)C[NH3+]

Last column: Löwdin charge in e.
Positions of all 15 atoms, in Å:
1 O -1.395 0.324 0.322  -0.05
2 N 0.863 -1.366 1.209  0.21
3 C -0.187 1.296 -1.517  -0.01
4 C -0.034 0.649 -0.099  -0.39
5 C 0.599 -0.736 -0.122  -0.12
6 H -0.980 2.032 -1.412  0.09
7 H -1.593 0.843 1.103  0.10
8 H 0.695 -0.677 1.949  0.18
9 H 0.755 1.807 -1.708  0.09
10 H -0.498 0.466 -2.156  0.09
11 H 1.489 -0.777 -0.737  0.14
12 H 0.361 -2.246 1.329  0.18
13 H -0.154 -1.360 -0.602  0.14
14 H 0.464 1.383 0.554  0.15
15 H 1.835 -1.663 1.362  0.18

=====

The calculated energies rank the structures as follows, beginning with the most stable: Q, P.

=====

P:
The following is a DFT calculation (ωB97M-V/def2-TZVPD) of a cluster of 2 separate species, C3H10NO in total.

Results
HOMO ... -14.97 eV
LUMO level ... -0.17520 hartree
Charge ... +1
Gap between HOMO and LUMO ... 10.199 eV

Last column: Löwdin charge in e.
Positions of all 15 atoms, in Å:
1 O -0.955 0.290 1.294  -0.14
2 N 0.741 0.295 -0.846  0.00
3 C -0.980 -0.822 2.196  -0.09
4 C 1.979 0.060 -1.042  0.19
5 C -0.226 0.481 -1.916  -0.01
6 H 2.312 -0.121 -2.051  0.12
7 H -0.378 -0.663 3.092  0.09
8 H -0.772 1.409 -1.764  0.11
9 H -1.992 -1.003 2.560  0.09
10 H 0.284 0.467 -2.874  0.10
11 H -0.998 -0.291 -1.921  0.11
12 H -1.349 1.051 1.677  0.09
13 H -0.620 -1.672 1.625  0.09
14 H 0.361 0.369 0.128  0.12
15 H 2.594 0.153 -0.155  0.13

=====

Q:
The following is a DFT calculation (ωB97M-V/def2-TZVPD) of a cluster of 2 separate species, C3H10NO in total.

Results
HOMO ... -14.52 eV
LUMO level ... -0.29107 hartree
Charge ... +1
Gap between HOMO and LUMO ... 6.595 eV

Last column: Löwdin charge in e.
Positions of all 15 atoms, in Å:
1 O 1.946 -1.517 0.021  -0.01
2 N -1.065 0.294 0.784  0.03
3 C 0.834 0.453 -0.875  0.23
4 C 1.756 -0.136 0.107  -0.27
5 C -2.336 -0.019 0.192  -0.11
6 H -2.988 0.821 -0.051  0.09
7 H 1.346 0.001 1.115  0.15
8 H -2.894 -0.667 0.876  0.11
9 H 2.733 0.381 0.131  0.18
10 H 0.983 1.510 -1.099  0.13
11 H 2.680 -1.750 -0.561  0.12
12 H 0.479 -0.058 -1.766  0.14
13 H -0.265 0.550 0.129  0.01
14 H -1.076 0.774 1.676  0.12
15 H -2.133 -0.640 -0.681  0.09

=====

The calculated energies rank the structures as follows, beginning with the most stable: P, Q.

=====

P:
The following is a DFT calculation (ωB97M-V/def2-TZVPD) of a cluster of 2 separate species, C3H10NO in total.

Results
HOMO ... -15.80 eV
LUMO level ... -0.36510 hartree
Charge ... +1
Gap between HOMO and LUMO ... 5.869 eV

Last column: Löwdin charge in e.
Positions of all 15 atoms, in Å:
1 O 3.197 0.149 0.757  -0.06
2 N -0.134 0.079 -0.660  0.43
3 C 1.146 0.489 -0.270  -0.16
4 C 2.120 -0.651 0.170  -0.19
5 C -3.365 0.320 0.048  -0.06
6 H 3.923 -0.455 1.058  0.13
7 H 1.566 1.184 -1.014  0.22
8 H 2.462 -1.373 -0.675  0.16
9 H -2.898 1.017 0.851  0.05
10 H -4.017 0.835 -0.655  0.02
11 H 1.617 -1.350 0.869  0.13
12 H -3.926 -0.444 0.607  0.02
13 H -0.112 -0.777 -1.222  0.13
14 H -2.622 -0.237 -0.523  -0.04
15 H 1.042 1.213 0.658  0.21

=====

Q:
The following is a DFT calculation (ωB97M-V/def2-TZVPD) of a cluster of 2 separate species, C3H10NO in total.

Results
HOMO ... -13.85 eV
LUMO level ... -0.20280 hartree
Charge ... +1
Gap between HOMO and LUMO ... 8.330 eV

Last column: Löwdin charge in e.
Positions of all 15 atoms, in Å:
1 O -0.135 2.150 0.197  0.03
2 N 1.621 -1.247 0.702  0.16
3 C 0.097 -1.306 1.640  0.05
4 C -1.052 1.251 -1.990  -0.05
5 C -0.538 1.229 -0.541  -0.30
6 H -1.999 2.070 -2.134  0.18
7 H 0.019 -0.472 1.100  -0.12
8 H -0.382 1.695 -2.743  0.08
9 H -1.320 0.330 -2.336  0.02
10 H -1.103 -1.668 1.930  0.21
11 H 2.255 -1.833 1.080  0.06
12 H 1.518 -0.160 0.991  0.20
13 H -1.034 0.237 -0.200  0.11
14 H 1.654 -1.468 -0.413  0.23
15 H 0.399 -0.808 2.717  0.15

=====

The calculated energies rank the structures as follows, beginning with the most stable: P, Q.

=====

P:
The following is a DFT calculation (ωB97M-V/def2-TZVPD) of a cluster of 2 separate species, C3H10NO in total.

Results
HOMO ... -13.79 eV
LUMO level ... -0.30306 hartree
Charge ... +1
Gap between HOMO and LUMO ... 5.546 eV

Last column: Löwdin charge in e.
Positions of all 15 atoms, in Å:
1 O -0.481 1.343 0.484  -0.12
2 N 2.018 0.349 0.167  0.06
3 C 1.418 -0.783 -0.507  -0.11
4 C -1.428 -1.204 -0.292  0.21
5 C -1.636 0.168 -0.010  -0.08
6 H 0.820 -0.412 -1.330  0.09
7 H -2.165 0.450 0.906  0.15
8 H 1.297 1.048 0.290  0.04
9 H -1.659 -1.505 -1.308  0.12
10 H 2.452 0.090 1.043  0.10
11 H -0.487 1.872 1.300  0.10
12 H -1.367 -1.965 0.478  0.11
13 H -1.862 0.785 -0.868  0.13
14 H 2.202 -1.521 -0.637  0.11
15 H 0.574 -1.222 0.138  0.09

=====

Q:
The following is a DFT calculation (ωB97M-V/def2-TZVPD) of a cluster of 2 separate species, C3H10NO in total.

Results
HOMO ... -12.22 eV
LUMO level ... -0.29827 hartree
Charge ... +1
Gap between HOMO and LUMO ... 4.105 eV

Last column: Löwdin charge in e.
Positions of all 15 atoms, in Å:
1 O -0.226 0.372 0.274  0.01
2 N -3.151 1.804 1.424  0.02
3 C 1.234 -0.891 -1.097  0.16
4 C -0.014 -0.930 -0.319  -0.18
5 C 2.505 -0.809 -0.449  0.01
6 H 0.136 -1.521 0.586  0.16
7 H -2.473 1.469 0.756  -0.03
8 H 0.369 0.986 -0.177  0.10
9 H 2.514 -1.682 0.231  0.16
10 H -3.085 2.805 1.529  0.01
11 H 3.396 -0.850 -1.069  0.12
12 H 2.569 0.038 0.240  0.15
13 H -4.073 1.519 1.126  0.01
14 H -0.879 -1.311 -0.869  0.15
15 H 1.178 -0.998 -2.186  0.17

=====

The calculated energies rank the structures as follows, beginning with the most stable: Q, P.